[1]
{
  "formula": "C16H31BeNP2S",
  "method": "the ωB97M-V functional and the def2-TZVPD basis",
  "species": ["P", "P", "C", "C", "H", "H", "H", "H", "C", "H", "H", "H", "C", "H", "H", "H", "C", "H", "H", "H", "C", "H", "H", "H", "Be", "C", "C", "C", "C", "C", "C", "C", "C", "C", "H", "H", "H", "H", "H", "H", "H", "H", "H", "H", "H", "H", "H", "H", "H", "S", "C", "N"],
  "xyz": [[0.4772, -2.5132, -1.4278], [-0.3243, 3.0048, -1.6600], [-0.6826, 2.3177, -3.9031], [-0.6587, 3.6574, -3.3414], [-1.6333, 1.8672, -4.1702], [0.2415, 1.7659, -4.1878], [0.1745, 4.2955, -3.6411], [-1.6182, 4.1964, -3.2790], [-1.8456, 3.2755, -0.7801], [-1.6585, 3.6436, 0.2342], [-2.4284, 2.3488, -0.7178], [-2.4325, 4.0280, -1.3217], [1.2107, 3.8037, -1.2371], [1.3036, 4.7208, -1.8465], [2.0802, 3.1581, -1.4423], [1.2195, 4.0814, -0.1747], [-0.7483, -3.7347, -2.0894], [-0.5552, -4.7038, -1.6030], [-0.6633, -3.8212, -3.1802], [-1.7527, -3.3814, -1.8076], [2.0238, -3.4914, -1.6933], [2.8713, -2.8440, -1.4050], [2.1229, -3.8107, -2.7433], [2.0336, -4.3805, -1.0359], [-0.1299, 0.1638, -5.6222], [0.5192, 1.2066, -6.8324], [-0.8665, 1.2071, -6.8425], [-1.8423, 0.1371, -7.2797], [-1.2236, -1.2888, -7.1996], [-0.4921, -1.4744, -5.8995], [0.8462, -1.2526, -5.6006], [1.9413, -0.8652, -6.5470], [1.4803, 0.2620, -7.5227], [0.2875, -3.2058, 0.3017], [1.0295, 2.0973, -6.4259], [-1.3556, 2.1747, -6.6249], [-2.3165, 0.3321, -8.2550], [-2.7052, 0.1638, -6.5910], [-2.0509, -2.0300, -7.1739], [-0.6309, -1.4838, -8.1073], [-1.0742, -1.9724, -5.1306], [1.2164, -1.6792, -4.6637], [2.3334, -1.7352, -7.1041], [2.8183, -0.4728, -5.9887], [2.3741, 0.8173, -7.8546], [1.0863, -0.1957, -8.4402], [0.8828, -2.5924, 0.9887], [0.6440, -4.2481, 0.3216], [-0.7732, -3.1885, 0.6007], [-0.6255, -0.2413, 0.6610], [-0.1934, 0.5621, -0.6145], [0.0635, 1.3187, -1.5483]],
  "forces_ev_per_a": [[-0.032, -1.499, 0.464], [-0.471, -0.357, -3.772], [-0.938, -1.941, -0.820], [0.659, 0.291, 1.910], [0.200, 0.200, -0.129], [-0.579, 0.716, 0.396], [-0.005, 0.457, -0.294], [0.312, -0.177, -0.458], [-0.492, -0.017, 0.961], [-0.055, -0.154, -0.076], [0.164, 0.204, 0.085], [0.211, -0.220, 0.110], [0.920, 0.412, 1.287], [-0.150, -0.441, 0.295], [-0.408, 0.144, 0.107], [0.262, -0.059, -0.166], [0.071, 0.115, -0.132], [-0.175, 0.189, -0.346], [-0.177, -0.038, 0.241], [0.256, -0.195, -0.240], [0.432, 0.012, -0.201], [-0.182, -0.381, -0.290], [0.141, 0.234, 0.338], [0.063, 0.337, -0.522], [-0.050, 1.212, 2.296], [2.067, 0.517, 0.167], [-1.854, 0.451, 0.120], [-0.486, -0.827, -0.720], [-1.152, -0.052, -1.002], [-2.228, -0.251, 0.497], [2.354, 0.734, 0.795], [0.956, 0.255, -1.163], [0.913, -1.126, -0.461], [-0.162, 0.452, 0.180], [-0.621, -0.271, -0.444], [0.415, -0.697, 0.180], [0.214, -0.015, -0.353], [0.454, -0.028, -0.079], [0.388, 0.384, -0.443], [-0.070, -0.100, 0.400], [0.097, -0.223, -0.062], [-0.275, 0.093, -0.119], [0.040, 0.044, -0.156], [-0.661, -0.245, -0.040], [-0.303, -0.076, 0.056], [-0.190, 0.240, 0.211], [-0.187, -0.302, 0.088], [-0.213, 0.416, 0.041], [0.417, 0.118, 0.040], [-0.117, 0.177, -0.079], [-0.026, 1.974, -0.788], [0.251, -0.684, 2.091]],
  "lowdin_charge": [0.78, 0.82, -0.25, -0.41, 0.02, 0.03, 0.06, 0.08, -0.18, 0.06, 0.06, 0.05, -0.19, 0.05, 0.07, 0.05, -0.32, 0.04, 0.02, 0.04, -0.33, 0.03, 0.03, 0.03, 0.16, -0.21, -0.19, -0.20, -0.18, -0.21, -0.22, -0.20, -0.18, -0.39, 0.12, 0.12, 0.10, 0.11, 0.11, 0.11, 0.10, 0.10, 0.10, 0.11, 0.11, 0.10, 0.01, 0.03, 0.02, 0.73, -0.85, -0.08],
  "lumo_ev": [0.116, 0.116],
  "multiplicity": 1,
  "homo_lumo_gap_ha": [0.1962, 0.1963],
  "charge": 0,
  "e_tot_ha": -1778.34980,
  "de_lowest_kcal_mol": 163.1
}

=====

[2]
{
  "formula": "C3H4N3O2",
  "method": "the ωB97M-V functional and the def2-TZVPD basis",
  "species": ["C", "C", "C", "N", "N", "N", "O", "O", "H", "H", "H", "H"],
  "xyz": [[0.1927, -0.3714, -0.6080], [-1.1238, 0.0049, -0.1119], [0.4130, 0.5131, 1.5308], [1.0755, -0.0026, 0.4714], [-0.9232, 0.5831, 1.1896], [0.6037, -0.5156, -1.9113], [-2.2849, -0.1012, -0.6090], [0.9663, 0.9794, 2.5291], [2.0472, -0.3854, 0.6312], [-1.7498, 0.8838, 1.8303], [0.7884, -1.5202, -2.3294], [-0.0053, -0.0680, -2.6128]],
  "forces_ev_per_a": [[-3.346, 0.345, 2.613], [0.767, -1.190, -1.252], [0.229, 1.130, -0.131], [1.907, -0.517, -0.356], [-1.334, -0.050, 0.760], [0.857, -1.978, -2.948], [0.772, 0.398, 0.135], [-0.133, -0.261, 1.058], [-1.926, 0.831, -0.356], [2.514, -0.834, -1.745], [-0.689, 2.220, 1.436], [0.382, -0.094, 0.786]],
  "lowdin_charge": [-0.37, -0.48, -0.63, 0.08, 0.14, -0.02, -0.14, -0.06, 0.16, 0.19, 0.09, 0.06],
  "lumo_ev": 4.209,
  "smiles": "Nc1[nH]c(=O)[nH]c1[O-]",
  "multiplicity": 1,
  "homo_lumo_gap_ha": 0.2166,
  "charge": -1,
  "e_tot_ha": -431.51416,
  "de_lowest_kcal_mol": 0.0
}

=====

[3]
{
  "formula": "C4H13N2",
  "method": "the ωB97M-V functional and the def2-TZVPD basis",
  "species": ["C", "C", "C", "C", "N", "N", "H", "H", "H", "H", "H", "H", "H", "H", "H", "H", "H", "H", "H"],
  "xyz": [[0.8329, 1.3416, 1.4322], [-0.2607, 0.9694, 0.4571], [0.3430, 0.4731, -0.9036], [0.7009, -1.0221, -1.1399], [-0.3996, -1.9009, -1.2940], [-1.2366, -0.0328, 1.0643], [0.8401, 0.9266, 2.4479], [1.8478, 1.2786, 1.0497], [0.6996, 2.3900, 1.7268], [-0.8968, 1.7909, 0.2089], [-0.3998, 0.6899, -1.6758], [1.1844, 1.1019, -1.1737], [1.4111, -1.4620, -0.4420], [1.1681, -0.9933, -2.1529], [-0.2787, -2.9059, -1.1202], [-1.1447, -0.1507, 2.0798], [-0.9975, -1.7417, -2.1153], [-2.2098, 0.2047, 0.9161], [-1.2037, -0.9572, 0.6347]],
  "forces_ev_per_a": [[0.234, 1.395, 1.391], [1.144, -1.253, -0.222], [-1.592, -0.039, -0.586], [0.324, 0.163, 1.113], [0.546, -0.360, -1.552], [-0.364, -0.607, -0.009], [-0.278, -0.764, -0.409], [-0.095, -0.252, -0.209], [0.081, 0.067, -0.438], [-0.151, 0.742, -0.133], [-0.055, 0.134, -0.112], [0.249, -0.067, 0.238], [0.083, 0.106, 0.032], [0.072, -0.076, -0.077], [-0.053, 0.107, 0.414], [0.313, 0.072, -0.056], [-0.395, 0.185, 0.405], [-0.498, 0.665, -0.051], [0.437, -0.216, 0.260]],
  "lowdin_charge": [-0.02, -0.27, -0.08, -0.14, 0.29, 0.25, 0.10, 0.10, 0.11, 0.15, 0.13, 0.14, 0.15, 0.20, 0.18, 0.19, 0.18, 0.18, 0.14],
  "lumo_ev": [-7.545, -13.088],
  "multiplicity": 2,
  "homo_lumo_gap_ha": [0.4731, 0.2723],
  "charge": 2,
  "e_tot_ha": -268.97540,
  "de_lowest_kcal_mol": 19.4
}

=====

> Which of these has the highest multiplicity?

C4H13N2

=====

> Among the records above, which one has the highest multiplicity?

C4H13N2